202
Properties=species:S:1:pos:R:3:forces:R:3:lowdin_charge:R:1 method="wB97M-V/def2-TZVPD" lumo_ha=-0.0149 largest_force_ev_per_a=2.9 homo_ev=-10.9 orbital_gap_ha=0.386 charge=0 e_tot_ha=-9904.04731
C -3.388453 -2.632334 -4.819318 0.33 0.96 0.82 0.055
N -2.906890 -3.408064 -3.648297 0.01 -1.39 1.07 -0.415
O -2.008024 -2.985429 -2.924769 -0.37 0.77 -0.68 0.015
O -3.406085 -4.496980 -3.461922 -0.17 0.28 -0.39 0.092
H -3.116455 -3.220144 -5.687615 0.02 0.23 -0.16 0.102
H -2.915186 -1.660343 -4.690757 0.35 -0.15 -0.68 0.074
H -4.450078 -2.421652 -4.725233 -0.12 -0.68 0.07 0.088
O 1.707846 -1.104157 0.966176 -0.49 0.43 0.34 -0.294
S 0.309302 -0.767412 0.936171 -1.14 -0.65 -2.01 0.614
O -0.488973 -0.598590 2.120678 0.70 0.05 0.09 -0.273
O 0.161972 0.541170 0.009943 0.17 -0.67 1.32 -0.259
C -1.086829 1.251006 0.086949 -0.56 2.01 -0.70 -0.232
C -1.096762 2.144058 -1.156343 0.17 -1.14 -0.46 -0.057
C -0.514335 -1.970520 -0.146471 0.80 0.33 1.57 -0.068
H -1.194231 1.920536 0.945784 0.76 -0.33 0.36 0.112
H -2.007203 0.665023 0.134818 0.46 -0.75 -0.26 0.106
H -0.759998 1.556052 -2.018204 -0.42 -0.26 0.04 0.059
H -0.359360 2.945808 -1.174961 -0.34 0.33 0.68 0.072
H -2.126339 2.446743 -1.332201 0.19 0.56 -0.08 0.059
H 0.027301 -2.012731 -1.084747 -0.19 0.09 -0.08 0.049
H -1.563631 -1.696012 -0.171726 -0.06 -0.11 -0.32 0.057
H -0.380730 -2.904332 0.403705 -0.18 -0.18 -0.25 0.055
O 0.728506 3.810670 3.031788 -0.40 0.18 0.45 -0.293
S 0.922166 3.375696 4.388511 0.08 -0.64 0.13 0.603
O 1.878331 4.045534 5.228348 -0.45 -0.24 -0.30 -0.268
O -0.522838 3.384137 5.121161 0.69 -0.38 -0.68 -0.277
C -0.467385 3.189032 6.555029 -0.33 0.87 0.79 -0.249
C -1.870197 3.195322 7.137582 0.36 0.68 -0.37 -0.045
C 1.251345 1.598755 4.329850 -0.79 2.09 0.02 -0.087
H 0.052012 4.074339 6.925549 0.18 -0.29 0.25 0.119
H 0.053545 2.286057 6.877373 0.14 -0.05 -0.47 0.098
H -1.750851 3.174478 8.220313 -0.19 -0.34 0.02 0.091
H -2.500688 2.395857 6.761843 0.05 -0.15 0.18 0.054
H -2.333321 4.156906 6.909466 -0.13 -0.08 -0.04 0.070
H 0.540052 1.274936 3.573321 0.27 -0.48 -0.07 0.057
H 0.989565 1.250032 5.319316 0.42 -0.39 -0.02 0.031
H 2.298018 1.567969 4.047370 0.02 -0.55 0.08 0.075
O 0.407748 -5.534920 1.108546 0.14 -0.43 0.27 -0.304
S 0.622854 -6.671888 1.976015 0.54 -0.16 -0.48 0.601
O -0.114229 -6.745921 3.199706 0.10 -0.30 -0.41 -0.266
O 0.411029 -8.041263 1.142607 0.17 0.99 0.98 -0.240
C 0.635821 -7.966020 -0.277809 -1.20 0.45 -1.11 -0.272
C 0.169189 -9.248740 -0.901694 -0.02 -1.03 -0.20 -0.067
C 2.365866 -6.833753 2.330138 -0.49 -0.46 0.20 -0.107
H 1.643858 -7.671285 -0.576228 0.20 -0.22 0.49 0.116
H -0.035448 -7.195214 -0.668366 0.22 0.15 0.13 0.112
H -0.867216 -9.490853 -0.661722 -0.01 0.33 0.19 0.087
H 0.741645 -10.135937 -0.621440 0.22 0.20 0.09 0.081
H 0.203729 -9.178802 -1.990359 0.17 0.18 0.03 0.087
H 2.892686 -7.025994 1.398221 0.09 0.39 -0.03 0.060
H 2.466802 -7.711186 2.968051 -0.09 0.01 0.02 0.077
H 2.701840 -5.963527 2.887089 0.03 0.14 -0.23 0.065
O -2.776373 7.209266 1.208558 0.43 -0.11 -0.24 -0.299
S -1.611176 7.271794 0.357694 0.07 0.47 0.22 0.603
O -1.576442 8.180259 -0.743809 -0.11 -0.42 0.13 -0.259
O -0.330929 7.684012 1.250061 -0.71 -0.01 -0.57 -0.245
C -0.348917 7.444441 2.648725 0.24 -0.03 1.60 -0.290
C 0.715871 8.363153 3.267309 -0.25 -0.56 -0.73 -0.050
C -1.164748 5.623254 -0.136736 0.16 0.85 0.61 -0.105
H -0.170906 6.383174 2.852664 0.28 0.03 -0.12 0.092
H -1.302485 7.676480 3.127868 -0.22 0.13 -0.55 0.110
H 0.497428 9.356515 2.878449 0.30 0.12 0.10 0.083
H 1.696966 8.019602 2.942274 0.11 0.28 0.00 0.078
H 0.699466 8.387870 4.354561 -0.20 -0.17 0.02 0.076
H -0.876538 5.162933 0.809097 -0.06 -0.37 -0.16 0.059
H -0.301247 5.737289 -0.789488 -0.12 -0.18 -0.20 0.049
H -2.047554 5.158971 -0.566642 0.12 -0.09 -0.13 0.059
O 2.354112 7.576209 -4.353990 -0.37 -0.27 0.03 -0.261
S 2.213919 6.423889 -3.525139 0.73 -0.75 -0.68 0.611
O 1.424812 6.452261 -2.324741 0.23 0.12 -0.09 -0.289
O 1.654175 5.208718 -4.446309 0.63 0.79 0.34 -0.250
C 1.059586 4.106624 -3.742353 -1.58 -0.35 -0.63 -0.260
C -0.471365 4.250843 -3.863046 0.68 0.00 0.58 -0.044
C 3.854944 5.773716 -3.151597 -1.55 -0.13 0.05 -0.101
H 1.395182 4.077067 -2.707620 -0.02 -0.03 0.02 0.096
H 1.305566 3.176521 -4.256545 0.66 0.18 -0.02 0.120
H -0.729024 5.233234 -3.469604 -0.34 -0.07 -0.02 0.077
H -0.954578 3.462998 -3.283334 -0.07 0.16 0.01 0.045
H -0.808685 4.146531 -4.891897 0.18 0.15 -0.09 0.085
H 4.389033 5.495182 -4.052959 -0.03 0.34 -0.13 0.076
H 3.575770 4.855474 -2.635578 0.61 0.06 0.42 0.036
H 4.334591 6.532051 -2.541838 0.22 -0.22 0.12 0.076
O 1.563985 -2.354159 7.648636 -0.48 0.65 -0.20 -0.267
S 0.953615 -1.330585 6.844743 -0.20 -0.24 -1.05 0.627
O 0.294120 -0.180870 7.414095 0.73 -0.69 -0.39 -0.278
O 2.054263 -0.757928 5.811776 -0.29 0.29 1.04 -0.290
C 3.096510 -1.589584 5.323349 0.71 -1.34 -0.51 -0.259
C 2.939030 -1.789323 3.826040 -0.07 1.14 0.26 -0.063
C -0.130319 -2.065205 5.604729 0.12 -0.74 1.53 -0.110
H 3.109357 -2.586316 5.772055 -0.34 0.22 0.46 0.116
H 4.068294 -1.164327 5.575681 -0.20 0.40 0.01 0.128
H 2.047969 -2.373899 3.601641 0.21 -0.24 -0.15 0.074
H 3.862652 -2.190891 3.412743 -0.16 -0.33 -0.05 0.080
H 2.785517 -0.808641 3.370049 0.03 -0.08 -0.17 0.057
H -1.023239 -2.403955 6.133634 -0.25 0.53 -0.10 0.080
H 0.326826 -3.017841 5.333371 0.35 0.31 -0.50 0.070
H -0.313527 -1.358055 4.804501 -0.07 -0.10 -0.09 0.055
O 2.892257 -3.300442 -1.709248 0.17 -0.42 0.68 -0.288
S 3.649743 -4.127898 -0.800401 0.88 0.80 -0.12 0.605
O 3.563701 -5.558807 -0.835755 -0.16 0.46 -0.09 -0.272
O 5.201097 -3.791232 -1.048357 -0.45 -0.73 0.49 -0.250
C 5.604618 -2.411164 -1.220428 0.12 0.03 -0.21 -0.258
C 7.021520 -2.217488 -0.721355 -0.07 -0.21 0.02 -0.048
C 3.405089 -3.574081 0.885253 0.39 -0.39 -0.44 -0.123
H 4.906558 -1.787185 -0.661616 0.01 0.20 -0.23 0.089
H 5.557499 -2.197313 -2.286110 -0.28 0.23 0.08 0.114
H 7.113274 -2.509341 0.325190 0.01 0.12 0.03 0.082
H 7.287636 -1.167924 -0.849247 -0.05 0.04 0.12 0.071
H 7.748962 -2.792364 -1.293554 -0.14 -0.12 -0.06 0.086
H 3.982131 -4.251086 1.512652 -0.10 -0.12 -0.03 0.073
H 2.340540 -3.624432 1.096144 0.01 0.04 0.02 0.054
H 3.800428 -2.570700 1.009665 -0.26 0.11 -0.16 0.048
O -4.448791 -3.673265 3.837402 -0.01 0.67 -0.23 -0.266
S -3.502810 -2.925780 3.057973 0.87 -0.98 0.23 0.599
O -3.832622 -2.441728 1.752965 -0.17 0.04 0.02 -0.269
O -2.915499 -1.695067 3.914292 -0.12 -0.77 0.00 -0.274
C -3.859090 -0.693173 4.260535 -0.87 1.77 0.35 -0.267
C -3.250108 0.255178 5.298909 0.22 -0.92 -0.61 -0.061
C -2.005682 -3.900298 2.999660 0.20 0.59 -0.53 -0.108
H -4.801854 -1.083565 4.650779 0.20 -0.50 -0.07 0.125
H -4.126009 -0.074417 3.397792 0.20 -0.38 -0.32 0.111
H -3.818414 1.182350 5.302342 -0.05 0.00 0.15 0.069
H -2.226384 0.459451 4.976753 0.03 0.21 0.22 0.074
H -3.250066 -0.216041 6.280384 0.12 0.21 0.11 0.087
H -1.612464 -4.019440 4.003941 -0.11 -0.12 0.02 0.063
H -1.286529 -3.394552 2.354806 -0.01 0.24 0.27 0.040
H -2.175031 -4.857634 2.513618 -0.48 -0.05 0.26 0.075
O -4.127532 3.587783 -0.517694 -0.13 -0.64 1.16 -0.296
S -4.390072 3.213923 0.859149 -0.14 1.84 -0.28 0.618
O -4.708254 1.849133 1.188365 0.65 0.51 0.11 -0.279
O -3.124074 3.835930 1.671077 -0.69 -1.35 -0.92 -0.280
C -3.027162 3.531715 3.068947 0.19 0.29 1.23 -0.260
C -2.969604 4.861337 3.832746 0.10 -0.36 -0.80 -0.035
C -5.646112 4.331771 1.536295 0.42 -1.24 -0.65 -0.078
H -2.113790 2.959563 3.230652 0.02 0.03 -0.13 0.099
H -3.842718 2.900680 3.433154 -0.19 0.05 -0.38 0.105
H -3.109237 4.731962 4.901604 0.07 -0.08 0.01 0.066
H -3.727109 5.534381 3.431301 -0.02 0.05 0.13 0.078
H -1.997479 5.301829 3.621914 -0.03 0.18 0.24 0.059
H -6.607159 3.881264 1.298613 -0.08 0.21 -0.11 0.074
H -5.457479 5.268026 1.020756 -0.14 0.19 0.29 0.079
H -5.512949 4.346159 2.613548 0.00 0.25 -0.01 0.058
O -7.237121 -3.631228 -2.975881 0.37 1.21 0.56 -0.269
S -7.183517 -2.263404 -2.528236 0.29 0.31 -0.74 0.611
O -7.855025 -1.804747 -1.354143 -0.14 -0.24 0.02 -0.270
O -5.619530 -1.850495 -2.360147 -0.51 -0.49 -1.37 -0.265
C -5.320595 -0.584726 -1.761714 -0.56 0.31 2.79 -0.277
C -3.908473 -0.124423 -1.971335 0.49 -0.77 -0.71 -0.041
C -7.661619 -1.187874 -3.899787 0.47 -0.22 0.46 -0.106
H -5.470599 -0.775801 -0.691870 0.22 0.16 0.02 0.122
H -6.032043 0.235760 -1.899772 -0.20 -0.39 -1.01 0.121
H -3.199710 -0.689396 -1.364333 -0.15 -0.03 0.11 0.062
H -3.814090 0.932426 -1.733903 -0.08 0.04 -0.09 0.067
H -3.600885 -0.327965 -3.001997 -0.02 0.44 -0.05 0.071
H -7.220065 -0.211281 -3.711654 -0.06 0.02 0.00 0.056
H -8.742789 -1.091602 -3.929014 -0.02 -0.21 0.04 0.073
H -7.256318 -1.607513 -4.816367 -0.10 -0.06 -0.01 0.066
O 5.323717 0.564923 -2.517875 0.29 0.76 0.26 -0.289
S 5.319910 1.937991 -2.068365 -0.91 -0.27 0.74 0.616
O 5.505093 3.018050 -2.989660 0.16 -0.45 0.54 -0.265
O 3.893622 2.233931 -1.361702 1.22 0.11 -0.77 -0.264
C 3.312411 1.217031 -0.541229 -1.44 0.09 0.60 -0.263
C 3.070592 1.704997 0.882805 0.87 -0.11 0.02 -0.054
C 6.367954 2.095083 -0.587328 -0.41 0.33 -1.59 -0.091
H 3.842967 0.264926 -0.528044 0.31 0.23 -0.35 0.100
H 2.333944 1.053826 -0.994956 0.12 -0.37 0.00 0.102
H 2.289599 2.457275 0.968384 -0.08 -0.07 -0.06 0.080
H 3.983508 2.110152 1.330701 0.02 0.12 -0.15 0.080
H 2.843010 0.813489 1.461911 -0.36 0.15 0.13 0.043
H 7.386547 2.205968 -0.952484 0.10 -0.29 0.20 0.072
H 6.175232 1.197508 -0.010615 0.21 0.08 0.23 0.059
H 6.049078 3.022865 -0.122350 0.00 -0.11 0.24 0.072
O -0.650404 -4.340105 -5.421938 0.40 0.37 -0.09 -0.285
S 0.648595 -4.717913 -4.942942 0.61 0.07 0.81 0.615
O 1.250782 -5.927108 -5.437026 -0.30 0.39 0.54 -0.269
O 1.659369 -3.507034 -5.239182 -0.82 0.14 -0.89 -0.292
C 3.076145 -3.728501 -5.048322 0.10 -0.67 0.08 -0.248
C 3.809681 -2.456360 -5.339156 -0.14 1.20 0.37 -0.049
C 0.646227 -4.547422 -3.128291 -0.11 -0.39 -1.09 -0.097
H 3.415078 -4.537712 -5.697414 -0.20 -0.02 0.01 0.123
H 3.176244 -4.047464 -4.009502 0.39 0.13 -0.03 0.094
H 3.793164 -2.116339 -6.374925 -0.03 -0.48 -0.14 0.088
H 4.845403 -2.495735 -5.001205 0.03 -0.28 -0.10 0.082
H 3.363481 -1.619104 -4.792293 -0.03 -0.15 0.15 0.074
H 1.475694 -5.114147 -2.719605 -0.11 -0.16 0.06 0.049
H -0.334283 -4.837467 -2.762079 0.06 -0.17 0.05 0.062
H 0.819652 -3.488780 -2.971965 -0.14 0.01 0.11 0.034
O -0.948230 0.990540 -7.323328 0.90 -0.49 -0.01 -0.292
S 0.267162 0.206711 -7.330265 0.13 -0.87 0.07 0.616
O 1.425243 0.598408 -8.084752 -0.65 0.07 0.68 -0.278
O 0.760129 0.005171 -5.802062 0.00 0.57 -0.88 -0.263
C -0.228548 -0.303168 -4.810490 0.51 -0.26 0.60 -0.263
C 0.494530 -0.407480 -3.497148 0.71 0.07 0.46 -0.061
C -0.128979 -1.511680 -7.774401 0.04 0.90 0.91 -0.089
H -0.608521 -1.316524 -4.982699 -0.47 0.31 -0.36 0.101
H -0.980543 0.484013 -4.739981 -0.21 -0.21 -0.44 0.122
H 1.010712 0.501499 -3.173419 -0.37 0.23 -0.17 0.077
H 1.307925 -1.134511 -3.566020 -0.27 -0.31 0.04 0.073
H -0.232932 -0.699491 -2.736285 0.16 -0.04 -0.01 0.061
H 0.105376 -1.609597 -8.828429 -0.52 -0.07 -0.11 0.072
H -1.157261 -1.608427 -7.432645 -0.19 -0.29 -0.72 0.058
H 0.454538 -2.220902 -7.188995 0.32 0.27 -0.01 0.048